Here is 3 unconnected molecules or ions with the total composition C35H62ClN4 in a non-equilibrium geometry from the OMol25 dataset. Energies are from the ωB97M-V functional and the def2-TZVPD basis.

XYZ file:
```
102
Properties=species:S:1:pos:R:3:lowdin_charge:R:1
C -5.182 -0.058 -1.723 -0.06
C -4.086 0.278 -0.643 -0.23
C -4.346 1.039 0.582 -0.03
C -3.299 1.302 1.592 -0.02
C -1.925 0.795 1.377 -0.22
C -0.762 1.000 2.402 -0.11
C 0.094 2.320 2.119 -0.20
C 1.517 2.095 2.781 -0.15
N 2.680 2.367 1.890 -0.04
C 2.429 3.696 1.282 -0.13
C 1.257 3.573 0.242 -0.35
C 1.715 3.091 -1.191 -0.10
C 2.668 1.852 -1.209 -0.14
C 2.346 0.543 -0.587 -0.05
C 3.251 -0.607 -0.642 -0.09
C 4.528 -0.537 -1.358 -0.07
C 4.879 0.737 -1.980 -0.03
C 3.973 1.910 -1.907 -0.17
C 4.503 3.205 -2.644 -0.05
C 0.647 5.054 0.092 -0.14
C -0.198 5.271 -1.222 -0.70
C -1.445 6.241 -0.953 -0.13
Cl 0.733 6.021 -2.594 0.62
N 0.117 2.682 0.673 0.14
C -1.704 0.035 0.127 -0.06
C -2.729 -0.240 -0.872 -0.03
H -5.149 0.771 -2.476 0.09
H -4.892 -1.025 -2.224 0.08
H -6.188 -0.143 -1.235 0.08
H -5.379 1.424 0.739 0.11
H -3.535 1.866 2.533 0.11
H -1.176 1.061 3.440 0.13
H -0.109 0.079 2.334 0.12
H -0.405 3.149 2.687 0.16
H 1.626 1.031 3.138 0.13
H 1.605 2.735 3.712 0.13
H 3.473 2.513 2.526 0.13
H 2.069 4.379 2.117 0.13
H 3.340 4.154 0.808 0.15
H 2.274 3.945 -1.661 0.08
H 0.861 2.859 -1.890 0.13
H 1.386 0.376 -0.040 0.07
H 2.956 -1.549 -0.124 0.11
H 5.159 -1.456 -1.387 0.11
H 5.852 0.772 -2.535 0.11
H 5.199 2.843 -3.454 0.08
H 3.679 3.842 -3.048 0.07
H 5.165 3.744 -1.907 0.09
H 0.005 5.276 0.999 0.13
H 1.482 5.811 0.095 0.13
H -0.666 4.310 -1.587 0.10
H -2.251 5.934 -1.684 0.09
H -1.200 7.304 -1.203 0.07
H -1.886 6.095 0.066 0.08
H 0.089 1.879 0.028 0.13
H -0.753 3.212 0.493 0.18
H -0.672 -0.353 -0.053 0.09
H -2.494 -0.852 -1.782 0.12
C 1.525 -5.224 -5.811 -0.09
C 1.089 -4.062 -4.927 -0.27
N 2.163 -3.522 -4.106 -0.19
C 1.695 -2.629 -3.055 -0.25
C 1.018 -1.325 -3.482 -0.08
C 3.356 -3.081 -4.817 -0.24
C 3.189 -2.013 -5.898 -0.08
H 2.000 -6.011 -5.221 0.08
H 0.655 -5.658 -6.308 0.07
H 2.220 -4.906 -6.591 0.07
H 0.302 -4.440 -4.268 0.12
H 0.626 -3.290 -5.557 0.10
H 2.528 -2.392 -2.389 0.08
H 0.988 -3.188 -2.430 0.11
H 1.738 -0.599 -3.860 0.06
H 0.530 -0.866 -2.616 0.05
H 0.249 -1.485 -4.241 0.07
H 3.820 -3.959 -5.277 0.10
H 4.100 -2.736 -4.091 0.11
H 2.352 -2.221 -6.567 0.07
H 4.091 -1.971 -6.514 0.07
H 3.053 -1.019 -5.470 0.05
C -2.139 -5.237 5.088 -0.09
C -2.794 -4.028 5.744 -0.27
N -2.205 -2.759 5.342 -0.19
C -2.614 -1.639 6.180 -0.25
C -4.093 -1.248 6.174 -0.09
C -2.174 -2.492 3.912 -0.25
C -3.495 -2.499 3.153 -0.08
H -1.059 -5.237 5.252 0.08
H -2.542 -6.156 5.520 0.08
H -2.329 -5.272 4.013 0.06
H -2.667 -4.144 6.825 0.12
H -3.874 -4.059 5.550 0.10
H -2.015 -0.758 5.921 0.10
H -2.332 -1.873 7.212 0.11
H -4.373 -0.737 5.252 0.05
H -4.292 -0.554 6.994 0.07
H -4.750 -2.109 6.310 0.07
H -1.510 -3.227 3.445 0.10
H -1.674 -1.532 3.736 0.09
H -4.122 -3.357 3.403 0.07
H -3.298 -2.546 2.078 0.07
H -4.067 -1.588 3.330 0.05
```

F_max	3.1	eV/A
net charge	+1
frontier orbital gap	7.296	eV
HOMO	-0.357	hartree